Entry 1:
Below is 13 unconnected molecules or ions with the total composition C21H65IN2O14PS4 in a non-equilibrium geometry, with properties calculated with ωB97M-V with the def2-TZVPD basis set.

Cartesian coordinates (Å):
C1 7.0001 2.2689 0.3885
C2 6.3351 2.3184 -0.9657
O1 6.0504 3.3826 -1.5302
N1 6.1028 1.0806 -1.5793
C3 5.0502 0.2069 -1.0296
C4 3.9094 0.9377 -0.3230
C5 2.6718 0.0291 -0.2540
C6 1.5488 0.3752 0.7359
C7 0.7811 1.6965 0.6528
S1 1.7802 3.1170 1.2466
C8 0.0734 2.0638 -0.6560
P1 1.1456 2.4350 -2.1601
O2 0.0712 2.0129 -3.3056
I1 1.0324 4.8590 -2.1613
S2 -1.1265 3.3742 -0.1361
C9 -1.3864 2.5280 1.2905
S3 -2.8433 2.7896 2.2346
N2 -0.4565 1.6353 1.5809
S4 -0.5884 0.5029 2.8783
H1 7.4349 3.2555 0.5859
H2 7.7792 1.5071 0.4151
H3 6.2602 2.0632 1.1706
H4 5.9121 1.2929 -2.5539
H5 4.6599 -0.3624 -1.8810
H6 5.4931 -0.5270 -0.3460
H7 3.6765 1.8731 -0.8360
H8 4.2181 1.2118 0.6958
H9 3.0082 -0.9623 0.0792
H10 2.2688 -0.1080 -1.2674
H11 0.8010 -0.4224 0.6145
H12 1.9390 0.2666 1.7551
H13 2.1475 2.5458 2.4008
H14 -0.6270 1.2534 -0.9010
H15 -0.6156 1.3983 -3.0000
H16 -2.4260 3.9312 2.7997
H17 -1.4520 -0.3011 2.2444
C10 1.8274 4.9973 4.7954
O3 2.9588 5.0208 3.9332
H18 2.1924 4.7573 5.7903
H19 1.3248 5.9664 4.8309
H20 1.1013 4.2320 4.4966
H21 2.6565 5.2568 3.0532
C11 -0.3600 -2.7418 -0.7021
O4 0.9420 -2.6036 -0.1323
H22 -0.7989 -1.7454 -0.7580
H23 -0.3044 -3.1541 -1.7116
H24 -1.0089 -3.3689 -0.0876
H25 1.3398 -3.4750 -0.0819
C12 -2.6744 2.4574 -4.2442
O5 -2.7027 1.5166 -3.1513
H26 -1.9562 3.2222 -3.9638
H27 -2.3453 1.9804 -5.1655
H28 -3.6419 2.9296 -4.4176
H29 -3.3263 0.8217 -3.3704
C13 -1.7732 -5.4903 1.7634
O6 -2.5916 -4.3289 1.8737
H30 -1.7357 -5.7822 0.7157
H31 -0.7588 -5.2779 2.1129
H32 -2.1916 -6.3079 2.3505
H33 -2.6209 -4.1036 2.8076
C14 -5.6683 -0.2584 3.5430
O7 -5.8227 1.1439 3.7245
H34 -6.6526 -0.7016 3.6645
H35 -5.3028 -0.5029 2.5404
H36 -4.9983 -0.6946 4.2892
H37 -4.9656 1.5575 3.6210
C15 -3.0891 -9.4514 2.1413
O8 -1.7750 -9.3600 2.6846
H38 -3.4916 -8.4416 2.1149
H39 -3.0792 -9.8514 1.1244
H40 -3.7418 -10.0701 2.7616
H41 -1.4041 -10.2436 2.7172
C16 -0.4513 -0.4449 -6.3177
O9 0.4013 -0.3475 -5.1810
H42 -0.3944 -1.4721 -6.6693
H43 -1.4914 -0.2181 -6.0657
H44 -0.1324 0.2207 -7.1225
H45 0.3658 0.5543 -4.8563
C17 4.1402 6.1935 -4.8367
O10 3.8171 6.4213 -3.4763
H46 3.4540 6.7890 -5.4354
H47 5.1622 6.5034 -5.0699
H48 4.0204 5.1404 -5.1124
H49 4.4127 5.8933 -2.9312
C18 -1.7767 8.4693 -1.2010
O11 -1.4811 7.3834 -0.3260
H50 -2.5385 9.0690 -0.7104
H51 -0.8996 9.0959 -1.3779
H52 -2.1699 8.1211 -2.1594
H53 -0.8096 6.8384 -0.7389
C19 -0.8964 -6.5986 4.9360
O12 -2.1133 -5.8535 5.0022
H54 -0.2651 -6.1390 4.1805
H55 -0.3808 -6.5773 5.8987
H56 -1.1020 -7.6318 4.6499
H57 -2.6586 -6.2773 5.6706
C20 -2.6886 3.2827 -8.5525
O13 -2.7740 2.3007 -7.5199
H58 -1.9618 4.0217 -8.2254
H59 -2.3471 2.8483 -9.4944
H60 -3.6469 3.7807 -8.7146
H61 -3.4120 1.6398 -7.7961
C21 -1.5896 -9.6801 7.3290
O14 -2.4040 -8.5196 7.4662
H62 -1.5651 -9.9230 6.2693
H63 -0.5673 -9.5006 7.6714
H64 -2.0048 -10.5304 7.8746
H65 -2.4420 -8.2873 8.3955

The total charge is +1. For the HOMO energy, the calculation gives -11.36 eV. The calculation puts the electronic energy at -4233.35257 Eh. The calculation puts the gap between HOMO and LUMO at 7.15 eV.

Here are the Löwdin charges for atoms 1 to 4, given in e: 0.00 -0.52 0.04 0.03

Entry 2:
Below is a molecular structure, C21H68F12Fe2N34O29S4 in a non-equilibrium geometry, with properties calculated with ωB97M-V with the def2-TZVPD basis set.

Cartesian coordinates (Å):
Fe1 -1.4590 3.1579 1.7819
Fe2 4.0036 -0.2745 0.8752
C1 4.4198 3.6199 -1.7046
F1 4.9470 4.0346 -2.8467
F2 4.6722 4.3373 -0.7039
F3 3.1670 3.3892 -1.9501
S1 5.2158 1.9009 -1.3822
O1 4.3126 1.2178 -0.4331
O2 5.3061 1.1718 -2.6689
O3 6.5107 2.1454 -0.7974
C2 -0.0086 0.0709 -1.0714
F4 -0.0922 -1.1530 -1.4680
F5 0.8607 0.7454 -1.8250
F6 -1.2074 0.6050 -1.2825
S2 0.4597 0.2646 0.7873
O4 -0.1471 1.5099 1.1875
O5 -0.1049 -0.9186 1.4859
O6 1.9297 0.1894 0.9419
C3 2.4531 2.7917 3.9166
F7 1.5754 2.9144 2.9621
F8 2.5908 3.9481 4.6035
F9 2.1066 1.7539 4.6495
S3 4.2228 2.3415 3.1312
O7 4.5746 3.3626 2.1747
O8 5.1053 2.3728 4.2693
O9 4.1189 1.0113 2.5559
C4 7.9109 -2.3594 0.9869
F10 7.3492 -2.4528 -0.2113
F11 7.4243 -3.2629 1.7860
F12 9.2269 -2.4362 0.7872
S4 7.3598 -0.4560 1.6104
O10 5.9873 -0.3968 1.1043
O11 7.4474 -0.3924 3.0713
O12 8.1395 0.5226 0.8946
C5 -3.3725 5.7746 2.1419
O13 -2.6087 4.8352 2.1069
N1 -4.2882 6.0477 1.2193
N2 -3.5808 6.4847 3.1869
H1 -4.3595 5.5395 0.3493
H2 -4.8380 6.8908 1.3024
H3 -4.1799 7.2977 3.1966
H4 -3.2942 6.0785 4.0661
C6 1.4145 4.8463 -5.2690
O14 1.0343 4.9581 -4.0977
N3 2.6278 4.7184 -5.7015
N4 0.6375 4.6774 -6.2717
H5 3.2711 4.6528 -4.9256
H6 2.7727 4.7453 -6.7007
H7 -0.3521 4.8436 -6.1573
H8 1.0150 4.4328 -7.1760
C7 -1.0223 -6.0668 4.4972
O15 -2.1381 -5.8833 4.0592
N5 -0.4506 -7.2773 4.5794
N6 -0.2190 -5.2590 5.0855
H9 -0.7746 -8.0771 4.0546
H10 0.2177 -7.4933 5.3053
H11 0.6162 -5.5522 5.5720
H12 -0.4694 -4.2811 5.0534
C8 -1.3261 1.3114 -5.0504
O16 -0.6204 0.3322 -5.2058
N7 -2.5210 1.1022 -4.5204
N8 -1.0953 2.5738 -5.2694
H13 -2.7092 0.1286 -4.3288
H14 -3.3020 1.7398 -4.5814
H15 -0.2642 2.8780 -5.7561
H16 -1.9319 3.1395 -5.2593
C9 -1.0883 -2.1699 4.9639
O17 -1.4245 -2.8439 5.9211
N9 -1.7857 -2.0867 3.8339
N10 0.0716 -1.5207 4.8491
H17 -2.6902 -2.5356 3.8519
H18 -1.3198 -1.9810 2.9440
H19 0.7080 -1.5424 5.6331
H20 0.2248 -1.0096 3.9916
C10 -3.6145 0.8214 1.4955
O18 -3.1694 1.9119 1.7842
N11 -3.9398 -0.0494 2.4328
N12 -3.6830 0.3982 0.2580
H21 -4.4067 -0.8321 1.9975
H22 -4.4500 0.5124 3.0993
H23 -3.1563 0.8946 -0.4465
H24 -4.2296 -0.3957 -0.0437
C11 -2.7443 -2.1520 -2.8898
O19 -3.1501 -1.4878 -3.8387
N13 -3.3818 -2.0847 -1.7216
N14 -1.8230 -3.0117 -2.8079
H25 -3.0642 -2.6374 -0.9382
H26 -4.3064 -1.6789 -1.6973
H27 -1.5423 -3.2924 -3.7366
H28 -1.4436 -3.5107 -2.0159
C12 -1.0396 2.4034 4.9174
O20 -1.5736 2.8964 3.8656
N15 -0.6020 3.1645 5.8699
N16 -1.0406 1.1682 5.2591
H29 -0.2260 2.8284 6.7449
H30 -0.6183 4.1208 5.5453
H31 -1.3767 0.4748 4.6061
H32 -0.5419 0.7137 6.0107
C13 3.4495 -2.6737 2.8841
O21 3.6844 -1.9471 1.9307
N17 2.9813 -3.8351 2.6240
N18 3.4286 -2.3981 4.1468
H33 3.1539 -4.1741 1.6884
H34 2.8739 -4.3796 3.4678
H35 3.9095 -1.5666 4.4589
H36 3.1694 -3.0414 4.8811
C14 0.3703 -6.7057 -3.1497
O22 0.0218 -7.0881 -2.0289
N19 1.0798 -5.6302 -3.3883
N20 -0.0678 -7.1995 -4.2965
H37 1.1609 -5.1853 -4.2914
H38 1.4699 -5.1661 -2.5805
H39 0.2963 -6.8383 -5.1666
H40 -0.7455 -7.9448 -4.3691
C15 0.2222 -4.4463 0.2264
O23 1.3459 -4.2951 -0.2276
N21 -0.5105 -5.4170 -0.0844
N22 -0.3269 -3.7590 1.1683
H41 -1.4404 -5.5008 0.3008
H42 -0.1265 -6.0916 -0.7306
H43 -0.0273 -2.8093 1.3371
H44 -1.2061 -3.9077 1.6427
C16 1.3906 -2.4485 -5.3261
O24 2.0983 -3.4828 -5.1569
N23 1.0594 -2.0138 -6.4875
N24 1.0781 -1.6816 -4.3184
H45 0.8538 -2.6133 -7.2739
H46 0.5507 -1.1426 -6.5353
H47 0.9633 -2.1994 -3.4589
H48 0.4590 -0.8882 -4.4044
C17 -5.8133 3.5805 -0.8471
O25 -4.8282 4.3190 -0.6252
N25 -6.8487 3.5723 -0.1480
N26 -6.0056 2.6428 -1.6999
H49 -7.3781 2.7258 0.0042
H50 -6.9011 4.3842 0.4505
H51 -6.9905 2.4192 -1.6853
H52 -5.4959 2.6540 -2.5718
C18 -4.0226 -4.1999 1.2608
O26 -3.0002 -4.1489 0.5692
N27 -5.1852 -3.8538 0.8353
N28 -3.9819 -4.3328 2.5250
H53 -6.0259 -3.7560 1.3864
H54 -5.3010 -3.4639 -0.0892
H55 -3.1668 -4.7216 2.9773
H56 -4.8797 -4.3686 2.9864
C19 3.5736 -1.7204 -2.0402
O27 3.9595 -1.3238 -0.9456
N29 3.8165 -1.0480 -3.1684
N30 3.0194 -2.8662 -2.2278
H57 4.0636 -0.0748 -3.0594
H58 3.4140 -1.4277 -4.0133
H59 2.6696 -3.4134 -1.4542
H60 2.5535 -2.7585 -3.1174
C20 0.6240 5.6022 0.9244
O28 0.1397 4.4728 1.0772
N31 1.8647 5.9328 1.0621
N32 -0.0506 6.5379 0.4185
H61 2.0925 6.9033 0.8996
H62 2.5528 5.2060 0.9265
H63 -0.9800 6.5362 0.0232
H64 0.4301 7.3307 0.0179
C21 -1.7386 3.6149 -1.3260
O29 -2.0506 3.5366 -0.1223
N33 -2.5226 3.7456 -2.4063
N34 -0.5042 3.7513 -1.6689
H65 -2.0531 4.2180 -3.1656
H66 -3.5134 3.8725 -2.2565
H67 0.2543 3.8757 -1.0136
H68 -0.2492 3.6128 -2.6363

The total charge is 0. For the HOMO energy (spin up / spin down), the calculation gives -6.58 / -5.47 eV. The calculation puts the electronic energy at -10203.80082 Eh. Its spin multiplicity is 9. The calculation puts the gap between HOMO and LUMO (spin up / spin down) at 5.36 / 4.25 eV. The calculation puts the energy relative to the best compared isomer or geometry (same formula, charge and spin) at 0.000 eV.

Here are the Löwdin charges for atoms 1 to 4, given in e: 0.83 0.73 -0.77 0.13

Entry 3:
Below is 13 unconnected molecules or ions with the total composition C21H68O13 in a non-equilibrium geometry, with properties calculated with ωB97M-V with the def2-TZVPD basis set.

Cartesian coordinates (Å):
C1 1.9705 2.0910 4.3767
O1 2.1716 1.8530 3.0329
H1 0.9443 1.9583 4.7722
H2 2.5923 1.4398 4.8966
H3 2.2495 3.1354 4.5458
H4 2.3661 0.9376 2.9073
C2 -1.8288 2.9849 1.7148
O2 -0.6823 2.6622 2.3404
H5 -1.6341 3.6219 0.8320
H6 -2.3813 2.0859 1.4152
H7 -2.4692 3.6771 2.2462
H8 -0.9088 2.0689 3.0981
C3 -2.5128 1.1775 -3.6485
O3 -1.4421 0.2186 -3.6361
H9 -2.9264 1.2185 -2.6698
H10 -2.1321 2.1408 -3.9317
H11 -3.3508 0.8125 -4.2967
H12 -0.7637 0.4680 -4.2755
C4 3.0242 3.6956 0.4196
O4 1.9512 2.7840 0.1781
H13 3.8020 3.4822 -0.3094
H14 2.6883 4.6869 0.2700
H15 3.3558 3.5889 1.4591
H16 1.6068 2.6361 1.0810
C5 -0.1811 0.1426 -0.4203
O5 -0.5178 -0.8873 -1.3707
H17 0.8464 -0.0599 0.0666
H18 -0.0866 1.1194 -0.9209
H19 -0.9182 0.2105 0.3072
H20 -0.9491 -0.4691 -2.1632
C6 3.5216 0.8426 -2.7737
O6 3.9362 -0.4099 -2.2733
H21 2.5364 1.1932 -2.3685
H22 4.2141 1.5869 -2.3696
H23 3.4871 0.8260 -3.8743
H24 3.2656 -1.0731 -2.4228
C7 -1.8183 -3.4937 -2.7624
O7 -1.1566 -3.5461 -1.5338
H25 -2.8623 -3.7663 -2.7279
H26 -1.8393 -2.4465 -3.0593
H27 -1.2667 -4.0615 -3.5044
H28 -0.9929 -2.6425 -1.2767
C8 3.6739 -0.3697 1.0330
O8 3.0284 -0.6459 2.3095
H29 4.7651 -0.5695 1.0775
H30 3.1542 -0.8589 0.1911
H31 3.5257 0.6891 0.8758
H32 2.6255 -1.5057 2.2606
C9 1.6362 -3.2734 -3.2518
O9 1.5992 -1.8607 -2.9770
H33 2.7018 -3.5743 -3.3676
H34 1.1805 -3.8628 -2.4332
H35 1.1868 -3.5963 -4.1783
H36 0.8651 -1.5847 -2.4034
C10 0.1332 4.4509 -5.6486
C11 0.8441 3.8900 -4.3954
C12 1.2919 5.0043 -3.5490
O10 -0.0436 3.0636 -3.6788
H37 -0.2435 3.5860 -6.1800
H38 0.7635 4.9280 -6.4024
H39 -0.7293 5.0947 -5.3708
H40 1.7078 3.2329 -4.6071
H41 0.4236 5.6514 -3.4187
H42 2.0659 5.5993 -3.9931
H43 1.6347 4.6619 -2.5581
H44 0.0929 3.2002 -2.7064
C13 1.0243 -5.1457 0.6024
C14 1.3279 -3.7009 0.9691
C15 0.1264 -3.0897 1.6747
O11 2.4188 -3.5285 1.9303
H45 0.1110 -5.0689 -0.0332
H46 0.7914 -5.7287 1.5102
H47 1.8139 -5.6087 0.0410
H48 1.4623 -3.1600 0.0474
H49 -0.4144 -3.6069 2.4890
H50 -0.7232 -2.9523 0.9617
H51 0.3579 -2.1092 2.1717
H52 3.2504 -3.7579 1.5245
C16 -3.5454 -0.7807 0.9976
C17 -4.2186 -1.3402 -0.2201
C18 -4.7057 -2.7636 -0.0372
O12 -5.3305 -0.4200 -0.3814
H53 -2.8086 -1.4227 1.4702
H54 -4.2217 -0.5403 1.7957
H55 -3.0210 0.0655 0.6112
H56 -3.5454 -1.2764 -1.0540
H57 -3.8506 -3.3903 0.0695
H58 -5.3588 -3.0688 -0.8204
H59 -5.2831 -2.8250 0.9184
H60 -5.9988 -0.9148 -0.8791
C19 -1.8004 -0.8300 6.3183
C20 -0.9272 0.1124 5.5498
C21 0.0133 -0.6249 4.6520
O13 -1.7067 1.0175 4.7198
H61 -2.3736 -1.5231 5.6809
H62 -2.6181 -0.2749 6.8356
H63 -1.2767 -1.4414 7.0913
H64 -0.3466 0.6636 6.3098
H65 0.7760 -1.1845 5.1577
H66 0.5070 0.0705 3.9757
H67 -0.5485 -1.3062 3.9715
H68 -2.1493 1.6145 5.3805

The total charge is 0. For the HOMO energy, the calculation gives -9.60 eV. The calculation puts the electronic energy at -1818.84359 Eh. The calculation puts the gap between HOMO and LUMO at 10.22 eV. The calculation puts the energy relative to the best compared isomer or geometry (same formula, charge and spin) at 3.752 eV.

Here are the Löwdin charges for atoms 1 to 4, given in e: -0.16 -0.12 0.06 0.07